# 1
Here is one molecule with the formula CH2ClNO in a non-equilibrium geometry from the Open Molecules 2025 dataset. Energies are from ωB97M-V with the def2-TZVPD basis set.

```
6
Properties=species:S:1:pos:R:3:forces:R:3
Cl -0.082037 1.061445 -1.816422 0.03 0.23 0.24
N 0.133737 -0.366581 -0.808899 -0.76 -0.76 -1.13
C -0.216762 -0.178963 0.549625 2.10 0.04 -0.12
O 1.203283 -0.244146 0.069770 -1.25 0.42 1.26
H -0.508725 0.793562 0.920401 -0.01 0.06 -0.18
H -0.529496 -1.065316 1.085525 -0.11 0.01 -0.08
```
Forces are in eV/Å.

Its SMILES is ClN1CO1. The relative energy (zero: lowest compared OMol25 entry of this formula, charge and spin) comes out at 3.920 eV. The total energy comes out at -17125.667 eV.

# 2
Here is one molecule with the formula CH2ClNO in a non-equilibrium geometry from the Open Molecules 2025 dataset. Energies are from ωB97M-V with the def2-TZVPD basis set.

```
6
Properties=species:S:1:pos:R:3:forces:R:3
C 0.835851 0.184242 0.000220 -2.64 -5.90 0.64
N -0.551492 -0.418068 0.065038 -0.27 1.28 -0.45
O -1.557545 -1.517220 0.030476 5.51 3.97 0.31
Cl -1.430780 1.112822 0.192736 -0.84 -0.51 -0.18
H 1.716713 -0.467524 0.201659 -1.16 0.22 -0.27
H 0.987254 1.105746 -0.490129 -0.59 0.94 -0.06
```
Forces are in eV/Å.

Its SMILES is C=[N+]([O-])Cl. The relative energy (zero: lowest compared OMol25 entry of this formula, charge and spin) comes out at 7.014 eV. The total energy comes out at -17122.574 eV.

# 3
Here is one molecule with the formula CH2ClNO2S2 in a non-equilibrium geometry from the Open Molecules 2025 dataset. Energies are from ωB97M-V with the def2-TZVPD basis set.

```
9
Properties=species:S:1:pos:R:3:forces:R:3
O -1.241802 1.583734 -1.422573 -0.84 -1.38 -2.57
S -0.945971 1.582901 -0.068828 1.85 1.91 2.10
O -0.584093 2.825899 0.477261 0.47 0.71 1.24
Cl -2.461042 0.904293 0.992895 -0.83 -0.51 0.31
N 0.263576 0.491948 0.279790 0.53 0.51 0.43
C 0.071936 -0.728234 -0.281637 0.24 0.62 1.55
S 0.859973 -2.005922 0.212276 0.62 -1.40 -0.18
H 0.825764 0.440504 1.147139 -0.55 0.96 -0.51
H -0.801899 -0.562845 -0.810311 -1.51 -1.42 -2.36
```
Forces are in eV/Å.

Its SMILES is O=S(=O)(Cl)NC=S. The relative energy (zero: lowest compared OMol25 entry of this formula, charge and spin) comes out at 0.887 eV. The total energy comes out at -40845.758 eV.

- What is the formula in the second record?
  CH2ClNO